1.
{
  "formula": "C29H33B2CaN12O2",
  "method": "ωB97M-V with the def2-TZVPD basis set",
  "species": ["Ca", "O", "O", "N", "N", "N", "N", "N", "N", "N", "N", "N", "N", "N", "N", "C", "C", "C", "C", "C", "C", "C", "C", "C", "C", "C", "C", "C", "C", "C", "C", "C", "C", "C", "C", "C", "C", "C", "C", "C", "C", "C", "C", "C", "B", "B", "H", "H", "H", "H", "H", "H", "H", "H", "H", "H", "H", "H", "H", "H", "H", "H", "H", "H", "H", "H", "H", "H", "H", "H", "H", "H", "H", "H", "H", "H", "H", "H", "H"],
  "xyz": [[0.0649, -0.4300, 0.1229], [3.0562, -1.2283, 2.3309], [2.2839, 0.7239, 3.2248], [-0.3902, -8.4042, 0.1444], [0.0747, 1.2054, 5.3344], [-1.9113, 1.2659, -0.2460], [-0.4758, 0.4102, 4.3398], [-1.5073, 2.3704, -0.9292], [1.5544, 1.1067, -1.2038], [-0.7910, 1.0057, -2.9343], [-1.1826, -0.1202, 2.4668], [-0.6816, -0.8791, 4.4789], [-0.7654, 0.9001, 3.1781], [-0.7925, -0.2449, -2.4036], [0.9769, 2.2547, -1.6388], [-2.1258, 4.7891, -1.1979], [-2.9717, 1.6249, 0.4655], [1.9089, 3.2139, -1.7991], [0.7521, -3.7404, -0.3549], [-3.7569, 0.6449, 1.2728], [3.8592, -0.8629, 3.3551], [5.1687, 0.3116, 5.4723], [-1.2754, -2.5421, -3.1486], [3.3962, 0.3302, 3.9001], [-0.3295, -5.8220, 0.1571], [-2.3018, 3.4198, -0.6311], [3.8264, 0.2909, -0.6803], [-3.2552, 2.9838, 0.2654], [-0.3602, -7.2528, 0.1487], [1.6056, 4.6002, -2.2607], [-1.2689, 2.1697, -5.1050], [-1.1426, -1.1875, 3.2706], [2.8576, 1.3446, -1.1010], [-0.2956, -2.9593, 0.1704], [3.1334, 2.6694, -1.4626], [-1.3578, -3.7188, 0.6949], [4.9809, -1.4899, 3.8562], [0.7575, -5.1274, -0.3732], [-1.4123, -0.3527, -4.5535], [-1.3986, -5.1063, 0.6976], [-1.1643, -1.0705, -3.3702], [-1.1656, 0.9640, -4.2310], [4.0332, 0.9424, 4.9583], [5.6308, -0.8800, 4.9307], [-0.4991, 2.2615, -2.0992], [2.0027, -0.2472, 2.1683], [4.0921, 3.1601, -1.4880], [-1.5312, 1.8595, -6.1160], [-2.1185, -2.9517, -3.7072], [-0.3744, -3.0638, -3.4792], [-2.9589, 5.4182, -0.8857], [-1.2041, 5.2530, -0.8425], [-3.4230, -0.3701, 1.0679], [1.0539, 5.1610, -1.5044], [6.5153, -1.3447, 5.3483], [5.6983, 0.7620, 6.3022], [1.0079, 4.6036, -3.1717], [-2.0346, 2.8616, -4.7504], [-2.2462, -5.6444, 1.1067], [-1.3820, -2.1902, 2.9646], [-4.0525, 3.5652, 0.6985], [0.4696, 0.5521, 6.0036], [-0.3268, 2.7177, -5.1490], [0.8542, 1.6695, 4.8676], [1.6289, -3.2534, -0.7814], [-1.7327, -0.7391, -5.5069], [-1.4093, -2.7646, -2.0928], [-3.6565, 0.8262, 2.3433], [-0.6518, 3.2198, -2.7987], [3.6776, 1.8815, 5.3650], [3.8831, 0.2048, 0.4036], [3.5309, -0.6857, -1.0651], [1.5943, -5.6760, -0.7902], [2.5381, 5.1290, -2.4550], [-2.2340, -3.2170, 1.1074], [5.3349, -2.4184, 3.4286], [-2.0885, 4.7781, -2.2869], [4.8226, 0.5219, -1.0593], [-4.8161, 0.7162, 1.0170]],
  "forces_ev_per_angstrom": [[-0.4, 0.2, -0.1], [-0.1, 0.0, -0.1], [-0.1, 0.1, 0.0], [0.0, 0.0, 0.0], [0.1, 0.1, 0.0], [0.0, 0.1, 0.2], [0.0, -0.1, -0.1], [-0.1, 0.0, 0.0], [0.2, 0.0, 0.1], [-0.1, 0.0, -0.1], [-0.1, -0.3, 0.0], [0.0, 0.0, 0.0], [0.0, 0.1, 0.0], [0.1, -0.1, 0.1], [0.0, 0.0, 0.0], [0.0, 0.0, 0.0], [0.0, -0.1, 0.0], [0.0, 0.0, 0.0], [0.1, -0.1, 0.0], [-0.1, -0.1, 0.0], [0.1, 0.1, 0.1], [0.0, 0.0, 0.0], [0.0, -0.1, 0.0], [0.0, -0.1, 0.0], [-0.1, 0.1, 0.0], [-0.1, 0.0, 0.0], [0.0, 0.0, 0.0], [0.0, 0.0, -0.1], [0.0, -0.2, 0.0], [0.0, 0.0, 0.0], [0.0, 0.0, 0.0], [0.2, 0.0, 0.1], [0.0, 0.0, 0.0], [0.0, 0.1, 0.1], [0.0, 0.0, 0.0], [-0.1, -0.1, -0.1], [-0.1, 0.0, -0.1], [0.0, 0.1, 0.0], [0.0, 0.0, 0.0], [0.1, 0.0, 0.0], [0.0, 0.0, 0.0], [0.0, 0.0, 0.0], [0.0, 0.0, 0.0], [0.0, 0.0, 0.0], [0.0, 0.1, 0.0], [0.3, -0.1, 0.0], [0.0, 0.0, 0.0], [0.0, 0.0, 0.0], [0.0, 0.0, 0.0], [0.0, 0.0, 0.0], [0.0, 0.0, 0.0], [0.0, 0.0, 0.0], [0.0, 0.0, 0.0], [0.0, 0.0, 0.0], [0.0, 0.0, 0.0], [0.0, 0.0, 0.0], [0.0, 0.0, 0.0], [0.0, 0.0, 0.0], [0.0, 0.0, 0.0], [0.0, 0.0, 0.0], [0.0, 0.0, 0.0], [0.0, 0.0, 0.0], [0.0, 0.0, 0.0], [0.0, 0.0, 0.1], [0.0, 0.0, 0.0], [0.0, 0.0, 0.0], [0.0, 0.0, 0.0], [0.0, 0.0, 0.0], [0.0, 0.0, 0.0], [0.0, 0.0, 0.0], [0.0, 0.0, 0.0], [0.0, 0.0, 0.0], [0.0, 0.0, 0.0], [0.0, 0.0, 0.0], [0.0, 0.0, 0.0], [0.0, 0.0, 0.0], [0.0, 0.0, 0.0], [0.0, 0.0, 0.0], [0.0, 0.0, 0.0]],
  "mulliken_charge": [1.574, -0.292, -0.456, -0.586, -0.745, -0.358, 1.255, 1.120, -0.371, 0.321, 0.223, -0.989, -0.614, 0.072, 1.038, -1.300, 0.648, 0.801, -0.111, -1.373, 0.761, -0.535, -1.142, 0.845, 0.638, 0.806, -1.309, -1.381, -0.068, -1.268, -1.352, -0.350, 0.634, -0.659, -1.374, 0.069, -1.111, -0.877, -1.527, -0.926, 0.668, 0.819, -1.082, -0.490, -1.069, 0.512, 0.459, 0.338, 0.388, 0.211, 0.358, 0.133, 0.138, 0.137, 0.362, 0.367, 0.254, 0.234, 0.412, 0.467, 0.450, 0.373, 0.250, 0.348, 0.386, 0.452, 0.119, 0.264, -0.342, 0.426, 0.001, 0.264, 0.414, 0.359, 0.331, 0.453, 0.257, 0.408, 0.435],
  "de_lowest_ev": 0.2919,
  "spin_multiplicity": 1,
  "largest_force_ev_per_a": 0.44,
  "energy_ha": -2659.9764,
  "total_charge": -1,
  "gap_ev": 6.93
}

---

2.
{
  "formula": "C3H13NO3S",
  "method": "ωB97M-V with the def2-TZVPD basis set",
  "species": ["S", "O", "O", "O", "N", "C", "C", "C", "H", "H", "H", "H", "H", "H", "H", "H", "H", "H", "H", "H", "H"],
  "xyz": [[0.1316, 1.8468, -1.1158], [1.6932, -1.1063, -2.0327], [-0.9420, -3.0027, -1.7830], [-0.9570, -1.6114, 1.2769], [-0.1148, 0.6568, 2.7233], [0.5907, 1.8492, 0.6284], [-0.2304, -0.5367, 0.5738], [-0.3358, 0.8068, 1.3290], [0.3752, 2.7393, 1.2135], [-1.0869, -3.4711, -0.9431], [0.7913, -0.7659, 0.3899], [1.0041, -0.6632, -2.5424], [1.1434, -1.7934, -1.6327], [-0.2541, 1.4914, 3.2696], [1.6214, 1.5851, 0.8025], [-1.3620, 1.2679, 1.1114], [-1.4431, -2.2451, -1.4361], [-0.7345, -0.6021, -0.3940], [0.6941, 0.0946, 3.0046], [-1.2742, -1.2015, 2.1082], [0.6773, 3.1132, -1.2807]],
  "forces_ev_per_angstrom": [[0.8, 2.1, 0.0], [-0.6, -0.2, 0.0], [-0.7, 0.5, 1.5], [0.7, 1.1, 0.3], [0.0, -0.9, 0.7], [-0.8, -1.2, 1.2], [-2.2, -0.9, 1.0], [-0.8, 0.9, -2.3], [0.1, 0.6, -0.7], [0.6, -0.9, -0.4], [1.0, -0.6, 0.3], [0.4, 0.4, -0.2], [0.3, -0.4, 0.0], [0.2, -0.1, 0.0], [0.5, -0.2, -0.2], [0.9, -0.9, 0.7], [0.1, 0.5, -1.0], [0.3, 1.1, -0.1], [-0.4, 0.6, -0.3], [0.3, -0.4, -0.4], [-0.6, -1.1, -0.3]],
  "mulliken_charge": [-0.222, -0.645, -0.652, -0.535, -0.582, -0.753, -0.499, 0.131, 0.398, 0.340, 0.306, 0.307, 0.354, 0.239, 0.344, 0.283, 0.318, 0.167, 0.200, 0.359, 0.144],
  "smiles": "N[C@H](CO)CS.O.O",
  "de_lowest_ev": 1.1828,
  "spin_multiplicity": 1,
  "largest_force_ev_per_a": 2.63,
  "energy_ha": -800.7235,
  "total_charge": 0,
  "gap_ev": 9.97
}

---

3.
{
  "formula": "C3H6FNO2",
  "method": "ωB97M-V with the def2-TZVPD basis set",
  "species": ["F", "O", "O", "N", "C", "C", "C", "H", "H", "H", "H", "H", "H"],
  "xyz": [[0.0957, -1.8515, 0.3483], [1.4445, -0.1297, 0.6478], [-0.7645, 1.4872, 0.0073], [0.2376, -0.6133, -0.0169], [-0.9110, 0.2867, 0.0502], [-2.2056, -0.5071, 0.0698], [2.3458, 0.6355, -0.1079], [-2.6661, -0.2035, -0.9178], [2.7623, 0.0122, -1.0067], [-2.3116, -1.5995, 0.1328], [3.0039, 1.0890, 0.6688], [-2.8379, 0.0466, 0.7953], [1.8070, 1.3475, -0.6710]],
  "forces_ev_per_angstrom": [[-0.6, -2.5, 1.2], [-2.2, -1.2, 0.9], [-0.3, -1.6, 0.0], [2.4, 5.1, -1.4], [1.2, -1.6, 0.8], [-1.7, 2.0, -1.4], [0.3, -1.4, -2.0], [0.2, -0.4, 0.9], [0.3, 0.7, 2.1], [0.8, 0.6, 0.3], [-0.1, -0.5, -1.1], [0.3, -0.7, -0.2], [-0.6, 1.5, -0.1]],
  "mulliken_charge": [-0.186, -0.248, -0.522, 0.128, 0.538, -0.816, -0.473, 0.253, 0.229, 0.323, 0.240, 0.282, 0.253],
  "smiles": "CON(F)C(C)=O",
  "de_lowest_ev": 5.0881,
  "spin_multiplicity": 1,
  "largest_force_ev_per_a": 5.78,
  "energy_ha": -422.8452,
  "total_charge": 0,
  "gap_ev": 10.49
}

---

4.
{
  "formula": "C3H8NS",
  "method": "ωB97M-V with the def2-TZVPD basis set",
  "species": ["S", "N", "C", "C", "C", "H", "H", "H", "H", "H", "H", "H", "H"],
  "xyz": [[-0.9822, 1.6377, 0.8190], [2.0475, -1.5485, -0.8158], [-0.1491, -0.4275, -0.9063], [1.0714, -0.7322, -0.0572], [-1.3277, 0.0989, -0.0876], [2.8531, -1.7287, -0.2258], [1.5551, 0.1993, 0.2301], [0.1203, 0.3141, -1.6594], [1.6304, -2.4556, -1.0013], [-2.1715, 0.2462, -0.7736], [0.7584, -1.2211, 0.8769], [-1.6311, -0.6972, 0.6050], [-0.4391, -1.3457, -1.4368]],
  "forces_ev_per_angstrom": [[0.0, 0.0, 0.0], [-0.1, 0.0, 0.1], [0.0, 0.1, 0.2], [0.2, -0.1, 0.0], [0.0, -0.1, -0.1], [0.0, 0.0, -0.1], [-0.1, 0.0, 0.0], [0.0, 0.0, -0.1], [0.0, 0.0, -0.1], [0.0, 0.0, 0.0], [-0.1, 0.0, -0.1], [0.0, 0.0, 0.1], [-0.1, -0.1, 0.0]],
  "mulliken_charge": [-0.684, -0.652, -0.524, -0.360, -0.783, 0.212, 0.319, 0.193, 0.213, 0.257, 0.245, 0.241, 0.323],
  "smiles": "NCCC[S-]",
  "de_lowest_ev": 0.2728,
  "spin_multiplicity": 1,
  "largest_force_ev_per_a": 0.18,
  "energy_ha": -572.0682,
  "total_charge": -1,
  "gap_ev": 6.30
}